{"formula": "C43H40AsN9O3SYb", "method": "ωB97M-V with the def2-TZVPD basis set", "elements": ["Yb", "C", "C", "N", "N", "C", "O", "C", "C", "C", "C", "C", "C", "C", "C", "C", "C", "C", "N", "H", "H", "H", "H", "H", "H", "H", "H", "H", "H", "H", "H", "C", "O", "C", "C", "C", "C", "C", "C", "N", "N", "C", "C", "C", "C", "O", "C", "N", "C", "C", "C", "C", "H", "H", "H", "H", "H", "H", "H", "H", "H", "H", "H", "H", "C", "As", "C", "C", "S", "H", "H", "H", "H", "H", "H", "H", "H", "H", "N", "C", "C", "C", "C", "C", "C", "C", "N", "C", "C", "N", "C", "H", "H", "H", "H", "H", "H", "H"], "positions_angstrom": [[0.354195, 0.654808, -0.548622], [-2.613195, -2.649297, 0.793471], [-1.415275, -1.930745, 0.267017], [-1.021152, -0.794183, 0.697785], [-1.734164, -0.214677, 1.727148], [-1.396629, 1.037815, 1.915189], [-0.582833, 1.725566, 1.170969], [-2.104358, 1.739426, 3.023612], [-1.503470, 2.842534, 3.619543], [-2.184170, 3.582872, 4.575296], [-3.477079, 3.222920, 4.937844], [-4.066942, 2.098375, 4.372995], [-3.381290, 1.353955, 3.422485], [-0.577118, -2.525565, -0.810320], [-0.950059, -3.672465, -1.484114], [-0.079160, -4.211507, -2.424858], [1.127242, -3.580642, -2.663103], [1.395711, -2.403295, -1.984938], [0.568035, -1.884244, -1.082745], [-2.912833, -2.205902, 1.737101], [-2.398124, -3.708880, 0.941266], [-3.448000, -2.560916, 0.088522], [-0.489957, 3.098925, 3.341225], [-1.708138, 4.436032, 5.042447], [-4.023642, 3.817984, 5.661009], [-5.064102, 1.800566, 4.674712], [-3.830767, 0.478223, 2.969740], [-1.905913, -4.139103, -1.281644], [-0.345009, -5.117887, -2.958312], [1.854047, -3.990324, -3.354337], [2.306492, -1.845666, -2.169375], [1.833723, 7.356991, 2.442343], [1.758180, 6.533791, 1.282081], [2.916364, 6.019916, 0.806928], [2.842168, 5.409333, -0.442124], [3.958822, 4.831246, -1.006040], [5.186783, 4.875698, -0.342710], [5.267872, 5.528911, 0.874764], [4.135323, 6.077095, 1.474413], [6.429819, 4.380371, -0.905229], [6.415111, 3.362048, -1.623415], [5.193130, 2.598907, -1.719015], [4.761015, 2.219738, -2.952208], [3.542667, 1.530076, -3.123484], [2.768778, 1.172540, -2.054534], [1.598152, 0.544609, -2.180268], [3.267532, 1.469223, -0.739741], [2.525383, 1.030523, 0.333091], [2.990883, 1.208493, 1.545488], [4.224414, 1.822580, 1.799721], [4.956880, 2.297837, 0.749170], [4.480515, 2.156812, -0.577173], [0.849234, 7.790793, 2.570615], [2.565103, 8.153877, 2.310584], [2.087581, 6.772577, 3.327808], [1.894088, 5.409909, -0.968557], [3.880230, 4.378506, -1.984785], [6.235532, 5.589905, 1.365012], [4.222381, 6.553774, 2.443125], [5.349263, 2.516066, -3.813872], [3.186231, 1.284343, -4.118309], [2.382104, 0.834031, 2.358687], [4.583614, 1.905108, 2.817362], [5.921219, 2.761882, 0.926956], [-1.538665, 5.872913, -1.638441], [-1.063685, 4.450758, -0.432895], [-0.273893, 5.382191, 1.036693], [-2.805396, 3.870404, 0.115626], [0.203777, 3.192650, -1.558511], [-2.087237, 6.644720, -1.104254], [-2.162458, 5.455329, -2.423533], [-0.640333, 6.290050, -2.082548], [-0.878168, 6.263956, 1.228200], [0.736630, 5.673276, 0.766929], [-0.252577, 4.744029, 1.913361], [-3.370532, 4.769494, 0.355333], [-2.753638, 3.220820, 0.985869], [-3.270265, 3.352180, -0.719956], [-2.077988, -1.887840, -10.716046], [-2.091438, -1.620231, -9.595904], [-2.104746, -1.278500, -8.187543], [-1.051177, -0.554101, -7.636896], [-1.081131, -0.191871, -6.303166], [-2.158892, -0.565560, -5.513477], [-3.198713, -1.305781, -6.047835], [-3.175835, -1.656237, -7.385593], [-2.196372, -0.192455, -4.133241], [-3.321993, -0.075759, -3.330871], [-2.869440, 0.246130, -2.095586], [-1.490046, 0.324483, -2.117658], [-1.123520, 0.061006, -3.349347], [-0.214404, -0.263406, -8.260043], [-0.271554, 0.399874, -5.890712], [-4.026393, -1.625591, -5.425437], [-3.990921, -2.226893, -7.811912], [-4.326728, -0.187134, -3.709196], [-3.436982, 0.409272, -1.189897], [-0.095554, 0.050547, -3.681865]], "atomic_forces_ev_per_a": [[-1.2268, -0.0858, 0.8759], [0.0059, -0.0859, -0.0301], [-0.0023, -0.3100, -0.0411], [-0.2183, 0.4183, 0.2725], [0.0193, -0.0412, 0.1839], [-0.2097, -0.0160, -0.2912], [-0.0614, -0.4673, 0.4954], [0.1144, 0.0836, -0.0934], [0.0057, 0.0784, 0.0936], [-0.0284, -0.0683, 0.0079], [0.0160, 0.0133, -0.0110], [0.0374, -0.0279, -0.0163], [-0.0719, -0.0205, 0.0072], [-0.0629, 0.1183, 0.2298], [-0.0939, -0.2632, -0.1421], [-0.1504, -0.0523, 0.0003], [0.0575, -0.1652, -0.0518], [0.1108, 0.1631, 0.1153], [-0.0155, 0.3086, -0.0692], [-0.0169, 0.0080, -0.0018], [-0.0349, 0.0380, -0.0583], [0.0798, -0.0433, 0.0392], [-0.0109, 0.0461, -0.0536], [-0.0102, -0.0093, -0.0198], [0.0573, -0.0770, -0.0161], [0.0416, 0.0283, -0.0382], [0.0126, 0.0819, 0.0324], [0.0993, -0.0092, 0.0105], [0.0281, 0.0757, 0.0591], [-0.0898, 0.0795, 0.0207], [-0.0729, 0.0070, -0.0082], [-0.0153, 0.0079, 0.0808], [2.9974, 2.4330, 1.0368], [1.0043, -0.1352, -0.0118], [-0.0346, 0.0530, -0.1666], [-0.1634, 0.5901, -0.1582], [0.2050, 0.4454, -0.0539], [0.0542, -0.0332, 0.0850], [0.0391, -0.0473, 0.0467], [-0.5757, -0.1480, -0.2910], [-0.3083, 0.0983, 0.5463], [0.5634, -0.4531, -0.2123], [-0.0724, -0.0696, -0.2995], [0.2656, 0.1591, -0.4208], [-0.3954, -0.2022, 0.0651], [1.4306, 0.2234, -0.8902], [0.0604, -0.1109, 0.0219], [0.1904, 0.0650, -0.5175], [-0.0330, -0.0091, 0.0676], [0.1052, 0.0295, 0.0568], [0.0828, -0.1093, 0.0527], [0.2111, -0.4728, 0.5681], [-0.1212, 0.0287, 0.0041], [0.0029, 0.0201, -0.0535], [0.0211, -0.0567, -0.0116], [0.2131, -0.0648, -0.0709], [-0.1426, 0.2211, 0.1028], [-0.1200, 0.0463, -0.0334], [0.0259, -0.0295, -0.1099], [-0.0598, -0.0563, 0.0060], [0.0778, 0.0246, 0.0708], [-0.0619, 0.0457, 0.0544], [-0.0283, -0.0003, -0.0598], [-0.1136, -0.1120, -0.0112], [0.0212, -0.0399, -0.0695], [-0.3668, 0.6164, 0.1714], [-1.4511, -1.5161, -0.5847], [-0.0558, -0.4249, -0.0505], [0.0312, -0.0177, -0.1369], [-0.0271, 0.0484, 0.0410], [-0.0309, 0.0041, -0.0992], [0.0727, 0.0484, -0.0279], [-0.0694, 0.1371, 0.0126], [-1.7453, -0.8339, -0.2357], [-0.0042, -0.1079, 0.0630], [-0.0195, 0.0217, 0.0041], [0.0229, 0.0367, -0.0464], [-0.1109, -0.0361, -0.0019], [-0.0089, 0.1018, 0.4398], [0.0223, -0.0471, -0.0347], [0.0153, -0.0352, -0.3188], [0.0883, 0.0141, -0.0713], [0.1386, 0.1343, 0.0290], [0.0298, 0.1042, 0.2900], [-0.2070, -0.1362, 0.0171], [-0.0983, -0.0506, -0.0812], [-0.0995, -0.0642, -0.1636], [-0.0048, 0.0235, -0.2332], [0.1794, -0.0497, 0.2471], [0.0372, -0.0789, 0.0947], [-0.1135, -0.0092, -0.0934], [-0.0652, -0.0042, 0.0371], [-0.0956, -0.0346, -0.0443], [0.0820, 0.0291, -0.0580], [0.0379, 0.0249, 0.0237], [0.1907, -0.0076, 0.0171], [0.0850, 0.0232, -0.1049], [-0.0937, -0.0605, -0.0266]], "max_force_ev_per_a": 4.0, "de_lowest_kj_mol": 114.74, "multiplicity": 2, "gap_ev": [7.07, 7.07], "lumo_energy_ev": [-2.80, -2.80], "total_charge": 1}